[1]
9
Properties=species:S:1:pos:R:3 method="wB97M-V/def2-TZVPD" energy_ev=-8739.596 max_force_ev_per_a=0.53 charge=0 e_lumo_ev=-0.34 multiplicity=1 de_lowest_kcal_mol=127.6 orbital_gap_ev=8.698
O 2.1442 -0.0685 0.1156
C 0.6977 -0.2806 0.2681
N 1.2614 -1.4279 0.4057
O -1.8785 -1.1798 -0.0432
C -1.6503 0.0196 -0.0195
C -0.3260 0.5885 0.1380
H 2.3316 -0.1171 -0.8428
H -2.4678 0.7583 -0.1536
H -0.1373 1.6542 0.1372

[2]
57
Properties=species:S:1:pos:R:3 method="wB97M-V/def2-TZVPD" energy_ev=-204150.458 max_force_ev_per_a=11.81 charge=0 e_lumo_ev=-0.17 multiplicity=1 de_lowest_kcal_mol=433.7 orbital_gap_ev=8.475
C -2.6897 -0.4539 0.2293
O -2.8489 -1.6649 -0.5363
C -1.8379 -2.1822 -1.1971
O -0.7042 -1.7083 -1.2948
O -2.2129 -3.2626 -1.8052
C -1.6769 -3.6747 -3.0431
H -3.5531 0.1592 0.4876
H -2.0137 0.2598 -0.2415
H -2.2753 -0.5690 1.2308
H -0.8920 -4.3459 -2.6944
H -1.1588 -2.8716 -3.5672
H -2.4223 -4.1459 -3.6838
C 0.3412 -0.7626 -0.1032
C 0.2463 -0.4692 1.3473
O 1.1430 0.5964 1.4416
C 2.0219 0.5729 0.4470
O 2.9845 1.3290 0.3788
O 1.5962 -0.3050 -0.5068
F 0.5965 -1.6329 1.9982
H -0.3660 -0.2760 -0.7749
H 0.3505 -1.8419 -0.2553
H -0.8134 -0.3043 1.5420
C -2.3030 1.7973 2.7092
Cl -2.5617 1.7442 1.0106
Cl -0.9476 0.7873 3.1409
H -2.2235 2.8682 2.8958
H -3.2073 1.4259 3.1913
C 4.5250 2.8523 0.1175
Cl 6.1507 2.2842 -0.1273
Cl 4.4057 3.9087 1.5925
H 4.1921 3.3270 -0.8055
H 3.9106 1.9643 0.2660
C -1.0731 -3.1282 3.0580
Cl -0.3414 -3.4677 1.4892
Cl -1.9921 -1.6282 2.8203
H -1.7591 -3.9037 3.3988
H -0.2976 -3.0472 3.8197
C 1.9671 1.9332 -2.0078
Cl 1.6480 3.5320 -1.3201
Cl 2.7034 1.9551 -3.6694
H 2.6922 1.3644 -1.4257
H 0.9868 1.4781 -2.1491
C 2.7393 -0.8881 2.8561
Cl 3.9152 0.4133 2.7445
Cl 3.2713 -2.3915 3.7392
H 1.8311 -0.5416 3.3492
H 2.4859 -1.1903 1.8399
C -1.6023 2.7451 -1.1495
Cl -0.4958 1.6807 -0.4720
Cl -0.7109 4.1146 -1.8623
H -2.2246 2.2953 -1.9231
H -2.2134 3.1687 -0.3525
C -1.3833 -0.0997 -3.2399
Cl -0.8244 0.9094 -4.5336
Cl -2.7935 0.6200 -2.2672
H -1.6480 -1.0657 -3.6697
H -0.6368 -0.2640 -2.4628

[3]
18
Properties=species:S:1:pos:R:3 method="wB97M-V/def2-TZVPD" energy_ev=-29057.493 max_force_ev_per_a=10.37 charge=0 e_lumo_ev="-0.37 / -0.68" multiplicity=1 de_lowest_kcal_mol=171.2 orbital_gap_ev="7.599 / 7.308"
C 0.5040 2.3938 -0.3970
C 0.7333 0.7141 -0.0098
S 2.2571 -0.1139 -0.0181
C 2.1625 -1.3714 1.3505
S -0.8880 -0.2050 0.0880
C -2.3843 0.5764 0.5321
C -0.9578 -0.7947 -1.6572
O -0.7059 -1.3448 0.9334
H -0.4724 2.6549 -0.3946
H 1.2651 2.9812 -0.6893
H 1.6872 -2.1585 0.7373
H 1.5760 -0.8797 2.1129
H 3.1489 -1.6843 1.7683
H -2.1608 0.6792 1.5169
H -2.7432 1.3816 0.0332
H -0.0861 -1.3529 -1.8275
H -1.9745 -1.4114 -1.6858
H -0.9612 -0.0646 -2.3933

[4]
11
Properties=species:S:1:pos:R:3 method="wB97M-V/def2-TZVPD" energy_ev=-13905.022 max_force_ev_per_a=1.13 charge=+2 e_lumo_ev="-7.70 / -8.65" multiplicity=2 de_lowest_kcal_mol=0.0 s2=0.787 orbital_gap_ev="9.203 / 9.671"
H -1.8224 -2.4083 1.8157
C -0.8483 -2.8130 3.6692
C -0.4080 -4.2248 3.7911
O 1.0214 -4.1561 3.6804
C 1.3887 -2.9139 3.6643
O 0.2563 -2.0999 3.7103
O 2.4940 -2.4579 3.6978
Li 4.3089 -2.9552 3.7987
H -0.8245 -4.8321 2.9726
H -0.6825 -4.6935 4.7482
Na -3.3352 -1.5509 4.5334